Record 1
A structure of composition C34H55FGaN5O3SbSi3. Source: OMol25; level of theory: ωB97M-V/def2-TZVPD.

```
103
Properties=species:S:1:pos:R:3:forces:R:3
Ga -0.886891 -0.079201 -0.454787 -0.187 0.144 0.229
C -2.357371 -6.049183 4.499061 -0.029 0.036 -0.039
C -3.377137 -5.037779 3.993075 0.090 -0.045 -0.014
N -2.860300 -4.241082 2.875941 -0.110 -0.057 0.031
C -2.418292 -2.979175 3.115951 -0.007 -0.011 0.092
C -1.774628 -2.205058 2.211580 -0.237 0.068 -0.148
C -1.550759 -0.739493 2.524124 0.090 -0.086 0.035
O -1.421675 -0.402327 3.688938 -0.050 0.045 -0.017
O -1.599155 0.033703 1.497028 0.148 -0.035 -0.113
C -1.436318 -2.761296 0.937926 0.020 0.057 0.227
O -0.645647 -2.225288 0.148363 0.019 -0.353 -0.330
C -2.101822 -4.024018 0.604991 0.018 -0.074 0.202
C -2.070332 -4.496550 -0.704650 0.062 0.011 -0.117
C -2.697922 -5.666421 -1.020008 0.000 0.055 -0.038
F -2.722058 -6.078576 -2.309546 0.014 0.030 -0.013
C -3.329252 -6.448943 -0.048239 0.082 -0.024 -0.052
C -3.359010 -5.983160 1.250278 -0.047 -0.086 0.121
C -2.784346 -4.753165 1.593510 0.085 0.072 0.020
N -3.930724 -7.706271 -0.336466 -0.125 -0.043 -0.013
C -5.380447 -7.759878 -0.247944 0.079 -0.014 -0.111
C -5.820109 -9.189684 -0.001867 0.007 0.050 0.014
N -5.302147 -10.047277 -1.129271 0.071 0.039 0.084
C -3.801272 -9.939451 -1.244443 0.071 0.082 -0.001
C -3.443537 -8.480738 -1.464079 -0.083 -0.058 0.091
H -2.775481 -6.620389 5.328307 0.009 0.006 -0.012
H -1.462340 -5.536968 4.851879 0.000 -0.022 -0.003
H -2.063554 -6.745616 3.712104 0.008 0.005 0.026
H -3.636187 -4.338982 4.784410 -0.026 0.035 0.004
H -4.302853 -5.525791 3.690010 -0.053 0.031 -0.015
H -2.616187 -2.582641 4.105623 0.059 -0.007 -0.025
H -1.564965 -3.915567 -1.466247 0.000 0.000 0.029
H -3.831572 -6.604436 1.999003 0.049 0.003 -0.008
H -5.855208 -7.386414 -1.171212 -0.029 0.043 0.016
H -5.735504 -7.140026 0.571607 0.022 0.007 0.026
H -6.902692 -9.287253 0.038509 -0.013 -0.035 -0.065
H -5.377314 -9.575805 0.913717 -0.008 -0.049 0.003
H -5.717708 -9.722549 -2.005490 -0.035 -0.038 -0.024
H -5.585970 -11.018663 -1.003140 0.001 -0.012 0.012
H -3.473901 -10.566312 -2.070791 -0.067 -0.026 -0.028
H -3.383594 -10.306793 -0.309714 -0.029 -0.047 0.015
H -3.869784 -8.144682 -2.420494 0.043 -0.004 -0.024
H -2.362137 -8.399771 -1.542263 0.006 0.006 0.012
C -2.337431 6.147411 -1.865144 -0.088 0.056 0.082
Si -1.428048 4.513070 -1.878611 0.131 -0.038 0.047
C -2.008772 3.461944 -3.318430 -0.083 -0.075 -0.033
C 0.405252 4.842182 -2.078342 0.089 0.029 -0.009
Sb -1.584225 3.005049 0.177581 -0.111 0.197 0.004
Si -4.053464 2.374982 0.042033 -0.091 0.115 -0.010
C -4.665590 1.782462 1.706888 0.106 -0.029 0.146
C -4.300394 0.990477 -1.207025 0.130 -0.098 -0.034
C -5.093878 3.838347 -0.496749 -0.017 0.074 -0.038
Si -1.586602 4.548393 2.220388 0.108 -0.010 -0.225
C 0.158065 5.223223 2.247282 0.109 0.022 0.046
C -1.930365 3.505732 3.727661 -0.024 -0.162 0.063
C -2.785789 5.978232 2.120766 -0.095 0.047 -0.018
H -2.221824 6.637246 -2.837495 -0.003 -0.005 0.045
H -1.928794 6.813559 -1.100759 -0.023 -0.013 -0.047
H -3.404500 6.023739 -1.669078 0.047 0.026 -0.013
H -1.699741 3.904249 -4.270521 -0.026 -0.004 0.040
H -3.098136 3.360448 -3.330343 0.056 -0.013 -0.007
H -1.573860 2.460169 -3.252587 -0.011 0.038 -0.038
H 0.609625 5.388572 -3.004754 -0.013 -0.020 0.042
H 0.960049 3.900429 -2.107511 -0.009 0.044 -0.008
H 0.794266 5.434733 -1.245245 -0.005 -0.035 -0.041
H -4.015343 0.990196 2.088905 -0.050 0.051 -0.004
H -5.686564 1.396439 1.625233 0.026 0.022 -0.008
H -4.665544 2.594071 2.439469 -0.032 -0.048 -0.035
H -4.077485 0.022127 -0.747327 -0.007 0.028 -0.035
H -3.648080 1.102530 -2.076426 -0.062 0.000 -0.003
H -5.336883 0.971506 -1.557237 0.022 -0.007 0.040
H -4.913457 4.701613 0.148536 -0.036 -0.020 -0.050
H -6.159871 3.591718 -0.450514 0.047 0.009 -0.013
H -4.857716 4.132572 -1.522944 -0.032 -0.002 0.038
H 0.890900 4.411978 2.268324 -0.022 0.047 0.005
H 0.324577 5.857834 3.123411 -0.004 -0.020 -0.039
H 0.347572 5.823333 1.352954 0.019 -0.012 0.041
H -1.533454 2.491653 3.618529 -0.020 0.053 0.042
H -3.005761 3.422950 3.905182 0.055 -0.018 0.011
H -1.476746 3.959680 4.613779 -0.033 0.002 -0.019
H -2.528408 6.647738 1.296625 -0.041 -0.018 0.038
H -2.755829 6.552494 3.052611 -0.009 -0.001 -0.047
H -3.811092 5.632302 1.970248 0.028 0.039 0.032
N 1.534289 0.220458 -2.803639 0.294 0.205 -0.227
C 2.025482 0.168869 -1.688325 -0.227 0.254 0.152
H 1.639656 -0.494913 -3.503804 -0.012 -0.156 0.132
C 1.655722 1.101375 2.115825 0.116 -0.063 -0.023
C 3.072158 0.873461 1.656986 -0.124 0.046 0.032
C 4.143584 1.048198 2.523918 0.000 0.009 0.041
C 5.445710 0.824901 2.107610 0.011 -0.007 -0.039
C 5.691435 0.421327 0.804300 -0.005 0.008 0.034
C 4.650571 0.242968 -0.098145 -0.034 -0.003 -0.079
C 4.927376 -0.183348 -1.513481 -0.036 0.015 0.055
C 3.343169 0.474923 0.345678 -0.033 0.067 -0.044
N 2.231591 0.281441 -0.499638 0.113 -0.357 -0.076
H 1.637753 1.667410 3.046560 0.000 -0.012 0.006
H 1.143260 0.153919 2.300878 0.017 0.016 -0.016
H 1.070706 1.640528 1.369626 0.004 0.025 0.024
H 3.946547 1.361031 3.542839 0.001 0.010 -0.029
H 6.270037 0.970017 2.794221 -0.020 -0.015 -0.005
H 6.708345 0.244911 0.474024 -0.016 0.006 0.000
H 5.985305 -0.403288 -1.645359 -0.004 0.005 0.000
H 4.655617 0.598502 -2.226547 -0.001 -0.019 0.000
H 4.361127 -1.081304 -1.776777 0.017 0.013 0.001
```
Forces are in eV/Å.

Summary:
* max |F|: 0.48 eV Å⁻¹
* LUMO level: -3.35 eV
* HOMO-LUMO gap: 0.17380 hartree
* DFT total energy: -4961.35291 Eh
* total charge: +1
* HOMO: -8.1 eV



Record 2
A structure of composition C34H56BF4NbO15PS in a non-equilibrium geometry. Source: OMol25; level of theory: ωB97M-V/def2-TZVPD.

```
113
Properties=species:S:1:pos:R:3:forces:R:3
C 0.735447 -4.638165 0.667240 -0.433 -0.214 0.242
C -0.660333 -4.942673 0.122201 0.513 0.384 -0.540
C -1.006498 -4.147542 -1.142624 0.107 0.130 0.179
C -2.403051 -3.556224 -1.177293 -0.140 -0.174 -0.275
C -3.145092 -3.825922 -2.477096 0.303 0.217 0.237
C -4.447646 -3.065695 -2.526711 0.032 0.046 0.026
C -4.236032 -1.572316 -2.788993 -0.106 -0.591 -0.069
C -4.789990 -0.744197 -1.662963 -0.001 0.229 -0.101
C -4.421365 0.721022 -1.696485 0.227 -0.373 -0.349
C -2.910254 0.954332 -1.740920 -0.361 0.198 -0.024
C -2.477292 2.247455 -1.073987 0.369 -0.657 0.864
Nb -0.296477 2.343408 -0.407403 1.105 0.047 -1.805
C 1.519520 1.997565 0.864235 -1.162 -1.058 0.518
C 2.634561 1.193545 0.196368 0.118 0.233 0.019
C 0.316463 4.163979 -1.552069 0.105 0.291 0.349
B 1.834985 4.411173 -1.650341 -0.159 -0.191 -0.266
O 2.552105 4.093381 -2.814655 0.440 0.270 0.153
O 2.563337 4.958343 -0.637920 -0.070 -0.041 0.233
O 0.212185 1.082850 -1.811806 -0.288 1.136 0.165
C 0.353927 1.417482 -3.182343 0.068 -0.558 -0.188
C 0.514148 0.195518 -4.068152 0.108 -0.084 0.848
P -1.188757 0.329933 1.074585 0.331 0.055 -0.001
S -0.135545 -1.369358 0.946697 -0.089 -0.106 0.021
C -0.994764 3.654009 1.306461 -0.438 0.473 0.469
C -0.204994 4.744660 1.746748 -0.883 -0.098 0.656
C -0.580929 5.558222 2.829485 -0.621 -0.857 -0.284
C -1.773089 5.300876 3.523054 0.249 -0.647 -0.794
C -2.593064 4.236879 3.107987 1.050 0.213 -0.352
C -2.200787 3.437788 2.020300 0.604 0.898 0.419
H 1.373598 -4.219430 -0.090121 0.384 0.173 -0.369
H 1.194958 -5.525982 1.071898 0.263 -0.391 0.071
H 0.658963 -3.928306 1.473398 0.117 0.431 0.200
H -0.702470 -5.994767 -0.119153 -0.354 -0.436 0.180
H -1.388712 -4.683891 0.871697 -0.313 -0.227 0.428
H -0.293888 -3.340759 -1.249428 0.226 0.279 -0.067
H -0.902612 -4.775820 -2.012901 0.233 -0.433 -0.439
H -2.334577 -2.486104 -1.040493 -0.026 0.390 0.297
H -2.992874 -3.960805 -0.364443 -0.258 -0.022 0.360
H -3.302135 -4.890902 -2.588936 -0.007 -0.407 -0.123
H -2.503668 -3.479321 -3.280558 0.148 -0.135 -0.482
H -5.127244 -3.505879 -3.243699 -0.236 -0.108 -0.296
H -4.905167 -3.167035 -1.550528 -0.391 -0.161 0.295
H -3.174474 -1.408386 -2.902910 0.393 0.249 -0.080
H -4.712138 -1.313563 -3.725299 -0.076 0.317 -0.378
H -5.868624 -0.843150 -1.693694 -0.431 -0.091 0.255
H -4.433912 -1.175944 -0.736903 0.057 -0.145 0.462
H -4.866633 1.142504 -2.589804 -0.288 0.453 -0.185
H -4.855950 1.197705 -0.829237 -0.137 0.320 0.256
H -2.613089 0.974469 -2.779479 0.311 -0.136 -0.419
H -2.408416 0.101411 -1.303631 0.170 -0.341 0.128
H -3.171474 2.455979 -0.270962 -0.126 0.185 0.284
H -2.582446 3.066408 -1.779908 0.230 0.477 -0.187
H 1.865765 2.945166 1.248645 0.029 0.614 -0.191
H 1.203179 1.457749 1.747866 0.028 -0.128 0.421
H 3.006849 0.432837 0.865097 0.091 -0.365 0.270
H 3.475919 1.830623 -0.035049 0.187 0.251 -0.215
H 2.326452 0.685493 -0.705974 -0.099 -0.141 -0.290
H -0.118208 4.994675 -1.008824 -0.256 0.225 0.302
H -0.126353 4.179277 -2.542653 -0.241 -0.324 -0.318
H 2.027922 4.296089 -3.584169 -0.268 -0.292 -0.350
H 3.464235 5.078125 -0.952108 0.458 -0.019 0.113
H 1.256528 2.004500 -3.290964 0.116 0.506 -0.022
H -0.506549 1.997462 -3.494092 -0.247 0.265 -0.169
H 1.537103 -0.137082 -3.984594 0.430 -0.236 -0.188
H 0.278100 0.396692 -5.101302 -0.093 0.069 -0.345
H -0.093320 -0.602978 -3.670403 -0.458 -0.304 -0.098
H -1.280332 0.703696 2.426777 -0.180 0.052 0.164
H -2.552391 0.084669 0.802974 -0.175 -0.064 0.283
H 0.724454 4.961753 1.251047 0.298 0.114 -0.180
H 0.041117 6.379636 3.130471 0.262 0.278 0.096
H -2.048393 5.912326 4.363410 -0.171 0.238 0.231
H -3.505747 4.028732 3.638635 -0.309 -0.067 0.095
H -2.848960 2.629872 1.733484 -0.221 -0.251 -0.069
C -2.047197 3.723885 7.176096 0.030 -0.089 -0.200
C -1.569622 5.092433 7.612801 -0.089 -0.129 0.135
O -1.195491 4.859301 8.960292 0.235 0.170 -0.061
C -0.840940 3.547366 9.083488 -0.236 0.127 -0.208
O -0.260639 3.091590 10.006485 0.065 -0.089 0.212
O -1.245614 2.860219 7.995437 -0.069 -0.025 -0.122
F -2.550741 6.028609 7.575023 -0.013 -0.078 0.089
H -3.099842 3.574791 7.418494 -0.033 0.129 0.055
H -1.885365 3.523418 6.120210 0.176 -0.106 0.036
H -0.708376 5.468558 7.059926 -0.044 0.079 -0.057
C 6.919019 1.915768 -3.020819 -0.050 -0.011 -0.066
C 5.630307 1.370501 -2.429765 0.068 0.077 -0.027
O 5.249144 2.421736 -1.564337 -0.158 0.037 -0.007
C 5.747163 3.583987 -2.046714 -0.088 -0.490 -0.116
O 5.394621 4.660189 -1.709145 0.139 0.459 0.187
O 6.690371 3.329774 -2.984912 0.104 -0.033 -0.071
F 5.835324 0.239353 -1.715997 0.059 0.103 0.085
H 7.766349 1.667093 -2.380766 -0.026 -0.060 0.058
H 7.112104 1.585083 -4.036518 -0.074 0.144 -0.070
H 4.829579 1.193043 -3.148620 -0.003 -0.112 0.006
C 3.524680 -4.263958 -4.159651 0.060 -0.014 -0.090
C 2.832290 -4.227791 -5.508931 -0.054 0.115 0.091
O 2.700328 -2.837233 -5.739801 0.104 -0.060 -0.197
C 3.698467 -2.199920 -5.066406 -0.072 -0.153 0.009
O 4.030736 -1.079777 -5.249874 -0.003 0.242 0.015
O 4.276863 -3.044027 -4.188423 0.042 -0.191 0.116
F 1.608211 -4.805414 -5.492201 0.036 0.112 0.073
H 2.799954 -4.226068 -3.353195 -0.206 0.003 0.109
H 4.183736 -5.116360 -4.025229 0.134 0.105 -0.039
H 3.407340 -4.667800 -6.326192 -0.053 -0.070 -0.017
C -0.524668 -5.284282 4.885896 -0.008 0.215 -0.038
C 0.520289 -6.179301 5.517453 -0.150 -0.096 -0.146
O 0.486248 -7.311154 4.671612 0.309 0.007 0.064
C 0.077321 -6.903501 3.430152 -0.109 0.156 0.244
O 0.185036 -7.551673 2.449321 -0.064 -0.156 -0.141
O -0.446850 -5.661898 3.508235 -0.034 -0.067 0.071
F 0.197290 -6.549448 6.783899 -0.060 -0.052 -0.078
H -1.517127 -5.515862 5.274032 0.010 -0.065 0.068
H -0.325140 -4.222868 4.997234 0.057 0.018 -0.170
H 1.529734 -5.766431 5.524633 0.017 0.014 0.109
```
Forces are in eV/Å.

Summary:
* max |F|: 2.12 eV Å⁻¹
* LUMO level: 2.04 eV
* HOMO-LUMO gap: 0.23321 hartree
* DFT total energy: -3678.70723 Eh
* total charge: -1
* HOMO: -4.3 eV



What is the HOMO-LUMO gap in the first record? 0.17380 hartree



Which formula does entry 2 have? C34H56BF4NbO15PS